Entry 1:
This record from the OMol25 dataset describes a cluster of 12 separate species, C36H76N4O24S8 in total at a distorted geometry. The level of theory is ωB97M-V/def2-TZVPD.

Properties
* spin multiplicity: 1
* E_HOMO: -10.0 eV

Element x y z (Å)
1 C 3.960 -3.161 0.849
2 N 3.598 -3.436 -0.578
3 O 4.482 -3.666 -1.351
4 O 2.432 -3.445 -0.873
5 H 5.039 -3.038 0.848
6 H 3.644 -4.006 1.480
7 H 3.378 -2.300 1.135
8 C 0.585 -6.105 -2.408
9 N 0.087 -5.859 -3.755
10 O -0.610 -6.739 -4.308
11 O 0.517 -4.869 -4.294
12 H 1.560 -6.616 -2.303
13 H -0.218 -6.729 -2.008
14 H 0.585 -5.127 -1.975
15 C -2.940 1.192 -5.475
16 N -2.963 0.967 -3.984
17 O -1.883 1.066 -3.386
18 O -4.051 0.726 -3.496
19 H -1.935 1.003 -5.849
20 H -3.210 2.230 -5.600
21 H -3.713 0.610 -5.933
22 C -0.545 2.346 3.554
23 N -0.872 2.003 4.965
24 O -2.044 1.805 5.316
25 O 0.082 1.842 5.700
26 H -1.213 1.919 2.835
27 H 0.488 2.023 3.438
28 H -0.543 3.429 3.514
29 O -2.545 4.286 1.919
30 S -2.542 3.416 0.766
31 O -1.261 3.137 0.161
32 C -3.451 1.930 1.190
33 C -4.859 2.364 0.932
34 C -4.917 3.000 -0.434
35 C -3.748 4.045 -0.491
36 H -3.274 1.587 2.237
37 H -3.066 1.156 0.525
38 H -5.462 1.471 0.962
39 H -5.137 3.087 1.711
40 H -5.879 3.499 -0.624
41 H -4.718 2.228 -1.182
42 H -4.111 5.023 -0.155
43 H -3.233 4.108 -1.434
44 O 2.619 2.722 -0.763
45 S 3.929 2.500 -0.169
46 O 4.855 3.578 0.021
47 C 3.718 1.582 1.392
48 C 4.643 0.399 1.255
49 C 4.422 -0.060 -0.201
50 C 4.755 1.168 -1.032
51 H 2.685 1.178 1.487
52 H 4.019 2.289 2.174
53 H 5.667 0.786 1.420
54 H 4.466 -0.392 1.974
55 H 3.397 -0.374 -0.289
56 H 5.039 -0.937 -0.471
57 H 4.498 1.207 -2.087
58 H 5.847 1.370 -0.893
59 O 4.424 -2.223 3.449
60 S 3.681 -2.130 4.707
61 O 3.078 -3.347 5.211
62 C 4.738 -1.324 5.879
63 C 4.736 0.078 5.363
64 C 3.307 0.513 5.008
65 C 2.475 -0.728 4.578
66 H 5.705 -1.849 5.849
67 H 4.340 -1.458 6.898
68 H 5.115 0.687 6.153
69 H 5.339 0.032 4.504
70 H 3.298 1.239 4.202
71 H 2.860 0.845 5.897
72 H 2.080 -0.682 3.585
73 H 1.700 -0.980 5.333
74 O -4.658 -2.290 3.951
75 S -3.994 -1.043 4.140
76 O -4.186 0.012 3.175
77 C -4.297 -0.502 5.836
78 C -3.245 -1.209 6.691
79 C -2.331 -2.082 5.831
80 C -2.242 -1.384 4.437
81 H -5.305 -0.803 6.100
82 H -4.178 0.564 5.767
83 H -2.651 -0.391 7.124
84 H -3.698 -1.748 7.548
85 H -2.771 -3.067 5.621
86 H -1.355 -2.174 6.320
87 H -1.820 -1.972 3.595
88 H -1.744 -0.433 4.392
89 O 5.381 0.368 -6.225
90 S 4.167 -0.430 -6.190
91 O 3.243 -0.350 -7.286
92 C 4.663 -2.148 -5.815
93 C 4.894 -2.128 -4.284
94 C 3.680 -1.320 -3.711
95 C 3.512 -0.032 -4.503
96 H 5.525 -2.359 -6.435
97 H 3.839 -2.812 -6.106
98 H 4.992 -3.118 -3.849
99 H 5.825 -1.582 -4.092
100 H 3.863 -1.113 -2.669
101 H 2.779 -1.937 -3.754
102 H 3.963 0.886 -4.148
103 H 2.442 0.158 -4.578
104 O -2.409 4.116 -3.479
105 S -1.040 4.095 -4.001
106 O -0.806 3.403 -5.257
107 C -0.362 5.764 -4.172
108 C 1.008 5.722 -3.422
109 C 0.732 4.888 -2.199
110 C 0.094 3.622 -2.697
111 H -1.094 6.342 -3.593
112 H -0.273 6.084 -5.202
113 H 1.676 5.084 -4.036
114 H 1.411 6.702 -3.264
115 H 0.061 5.411 -1.513
116 H 1.598 4.671 -1.640
117 H -0.390 3.049 -1.917
118 H 0.845 3.005 -3.224
119 O -8.088 -2.524 0.385
120 S -6.747 -2.907 0.157
121 O -6.265 -4.217 0.576
122 C -6.254 -2.723 -1.563
123 C -4.832 -2.311 -1.499
124 C -4.721 -1.243 -0.443
125 C -5.541 -1.712 0.761
126 H -6.925 -2.070 -2.111
127 H -6.449 -3.699 -2.038
128 H -4.128 -3.111 -1.244
129 H -4.541 -1.928 -2.504
130 H -5.215 -0.362 -0.815
131 H -3.707 -0.972 -0.120
132 H -6.138 -0.919 1.230
133 H -4.892 -2.198 1.478
134 O -0.940 -0.345 1.589
135 S 0.134 -0.621 0.641
136 O 1.473 -0.897 1.107
137 C -0.309 -2.001 -0.451
138 C -0.131 -1.401 -1.888
139 C 0.739 -0.186 -1.822
140 C 0.235 0.652 -0.634
141 H -1.306 -2.298 -0.206
142 H 0.410 -2.802 -0.251
143 H 0.376 -2.174 -2.455
144 H -1.102 -1.169 -2.309
145 H 0.646 0.426 -2.716
146 H 1.776 -0.443 -1.626
147 H -0.729 1.077 -0.798
148 H 0.898 1.465 -0.276

Atoms 1-2, force components in eV/Å:
C -0.1 -0.4 -0.2
N 0.1 -0.3 1.2

Entry 2:
This record from the OMol25 dataset describes a cluster of 7 separate species, C36H77Br2FN4O14P in total at a distorted geometry. The level of theory is ωB97M-V/def2-TZVPD.

Properties
* spin multiplicity: 1
* E_HOMO: -4.1 eV
* total charge: -1

Element x y z (Å)
1 C -2.298 -3.943 0.585
2 C -1.048 -3.221 0.287
3 C -1.199 -1.797 -0.497
4 C -0.716 -0.542 0.449
5 N -1.434 -0.940 1.713
6 C -2.703 -0.728 1.703
7 O -3.876 -0.281 1.837
8 O 0.678 -0.567 0.897
9 P 1.576 0.970 0.835
10 C 2.088 0.751 -0.986
11 C 1.833 -0.665 -1.695
12 O 2.842 -0.810 -2.787
13 C 3.834 -1.770 -2.436
14 C 5.336 -1.209 -2.191
15 O 3.642 -3.015 -2.350
16 C 0.974 1.228 2.619
17 C 1.428 0.345 3.841
18 O 2.850 0.314 4.194
19 C 0.735 -1.109 4.030
20 N 1.199 -1.827 5.263
21 C 3.095 -0.179 1.161
22 O 4.315 0.138 0.900
23 N 2.995 -1.595 1.691
24 C 4.381 -2.108 1.938
25 O 4.858 -2.975 1.142
26 F 5.236 -1.651 2.983
27 C 2.564 2.647 0.806
28 Br 3.713 2.989 2.439
29 C 1.704 3.936 0.364
30 C 0.855 4.656 1.512
31 Br 3.145 5.321 -0.078
32 O 0.065 1.797 0.424
33 C -0.872 0.911 -0.206
34 N -2.185 1.599 -0.337
35 H -2.808 -4.653 -0.162
36 H -2.801 -3.807 1.622
37 H -0.044 -3.671 0.594
38 H -0.578 -1.919 -1.447
39 H -2.295 -1.661 -0.858
40 H 3.179 0.977 -1.248
41 H 1.462 1.528 -1.589
42 H 1.966 -1.598 -1.060
43 H 0.846 -0.587 -2.267
44 H 5.727 -0.782 -3.201
45 H 5.373 -0.336 -1.451
46 H 6.054 -2.062 -1.921
47 H -0.187 1.120 2.575
48 H 1.027 2.336 2.978
49 H 0.990 0.915 4.770
50 H 3.193 -0.605 4.149
51 H 0.801 -1.810 3.141
52 H -0.396 -0.892 4.192
53 H 1.511 -2.785 5.040
54 H 0.458 -1.910 5.971
55 H 2.668 -2.235 0.932
56 H 3.415 2.642 0.014
57 H 1.168 3.832 -0.648
58 H 0.522 5.699 1.150
59 H 1.392 4.730 2.519
60 H -0.124 4.051 1.655
61 H -0.621 0.700 -1.329
62 H -2.877 0.906 -0.700
63 H -2.161 2.322 -1.086
64 C -5.719 -1.935 3.481
65 C -5.875 -3.431 3.703
66 C -7.167 -3.751 4.439
67 O -4.766 -3.915 4.460
68 H -5.683 -1.399 4.436
69 H -4.783 -1.719 2.962
70 H -6.547 -1.536 2.888
71 H -5.862 -3.949 2.740
72 H -7.181 -3.280 5.427
73 H -7.259 -4.829 4.601
74 H -8.037 -3.407 3.875
75 H -4.769 -3.462 5.314
76 C 1.735 0.843 -6.740
77 C 2.669 1.815 -6.036
78 C 4.024 1.184 -5.765
79 O 2.087 2.223 -4.800
80 H 1.557 -0.044 -6.123
81 H 0.760 1.306 -6.917
82 H 2.149 0.522 -7.701
83 H 2.796 2.711 -6.650
84 H 3.919 0.310 -5.113
85 H 4.680 1.889 -5.247
86 H 4.511 0.870 -6.693
87 H 1.972 1.434 -4.250
88 C -1.120 3.017 -4.281
89 C -2.401 3.831 -4.367
90 C -2.306 4.897 -5.446
91 O -2.653 4.452 -3.107
92 H -0.268 3.655 -4.026
93 H -1.197 2.262 -3.492
94 H -0.908 2.514 -5.227
95 H -3.245 3.167 -4.577
96 H -1.495 5.599 -5.232
97 H -3.229 5.483 -5.490
98 H -2.129 4.449 -6.428
99 H -1.911 5.041 -2.912
100 C 5.233 -2.083 7.095
101 C 5.829 -3.474 6.953
102 C 7.330 -3.411 6.716
103 O 5.205 -4.149 5.862
104 H 5.386 -1.496 6.184
105 H 4.153 -2.143 7.254
106 H 5.680 -1.546 7.936
107 H 5.624 -4.057 7.856
108 H 7.557 -2.871 5.791
109 H 7.744 -4.418 6.604
110 H 7.841 -2.913 7.545
111 H 5.381 -3.641 5.058
112 C -9.534 -7.254 0.503
113 C -8.605 -6.281 1.211
114 C -7.257 -6.920 1.508
115 O -9.206 -5.854 2.432
116 H -9.728 -8.133 1.126
117 H -10.503 -6.786 0.306
118 H -9.108 -7.587 -0.447
119 H -8.461 -5.392 0.591
120 H -7.372 -7.787 2.166
121 H -6.603 -6.213 2.027
122 H -6.762 -7.243 0.588
123 H -9.337 -6.634 2.989
124 C 0.672 8.905 -5.484
125 C 1.119 7.452 -5.542
126 C 2.583 7.339 -5.934
127 O 0.318 6.747 -6.488
128 H 0.778 9.385 -6.463
129 H -0.386 8.971 -5.213
130 H 1.256 9.469 -4.753
131 H 0.962 6.981 -4.567
132 H 2.755 7.765 -6.928
133 H 2.887 6.289 -5.982
134 H 3.225 7.856 -5.216
135 H 0.450 7.156 -7.354

Atoms 1-2, force components in eV/Å:
C 0.6 0.2 0.0
C -3.6 0.3 0.0

Entry 3:
This record from the OMol25 dataset describes a cluster of 5 separate species, C36H77I2N2O3P in total at a distorted geometry. The level of theory is ωB97M-V/def2-TZVPD.

Properties
* spin multiplicity: 1
* relative energy (zero: lowest compared OMol25 entry of this formula, charge and spin): 40.3 kJ/mol
* E_HOMO: -8.5 eV

Element x y z (Å)
1 C -6.569 0.053 2.578
2 O -6.259 0.138 1.197
3 C -5.535 1.290 0.837
4 C -4.103 0.975 0.333
5 C -3.682 2.195 -0.524
6 I -1.567 2.320 -0.936
7 C -4.175 3.571 -0.009
8 C -3.685 3.994 1.366
9 I -3.523 5.102 -1.420
10 C -4.253 -0.344 -0.517
11 P -3.013 -0.822 -1.859
12 N -3.188 -2.356 -2.167
13 O -4.129 -1.420 0.390
14 C -3.753 -0.965 1.610
15 O -3.841 -1.607 2.642
16 C -3.185 0.450 1.419
17 N -3.167 1.199 2.639
18 C -2.185 1.033 3.424
19 C -2.213 1.752 4.734
20 C -0.999 0.160 3.163
21 H -5.704 0.272 3.195
22 H -6.874 -0.968 2.771
23 H -7.403 0.704 2.828
24 H -6.087 1.788 0.046
25 H -5.474 1.951 1.698
26 H -4.150 2.052 -1.493
27 H -5.248 3.645 -0.103
28 H -2.689 3.601 1.534
29 H -4.308 3.606 2.161
30 H -3.616 5.069 1.442
31 H -5.192 -0.385 -1.058
32 H -1.740 -0.594 -1.317
33 H -3.205 0.003 -2.986
34 H -3.390 -2.518 -3.145
35 H -2.223 0.264 0.934
36 H -1.388 2.456 4.800
37 H -2.046 1.004 5.506
38 H -3.174 2.216 4.889
39 H -1.253 -0.836 2.826
40 H -0.417 0.621 2.362
41 H -0.330 0.109 4.012
42 C -4.727 -0.650 -6.168
43 C -4.837 -2.148 -5.897
44 C -3.561 -2.920 -6.230
45 C -3.143 -2.869 -7.700
46 C -4.192 -3.378 -8.687
47 C -4.548 -4.849 -8.487
48 H -4.549 -0.437 -7.222
49 H -5.650 -0.141 -5.884
50 H -3.909 -0.210 -5.591
51 H -5.684 -2.558 -6.452
52 H -5.066 -2.299 -4.838
53 H -3.685 -3.960 -5.919
54 H -2.738 -2.525 -5.623
55 H -2.230 -3.460 -7.820
56 H -2.873 -1.843 -7.968
57 H -3.804 -3.245 -9.700
58 H -5.098 -2.769 -8.625
59 H -3.663 -5.480 -8.586
60 H -5.276 -5.175 -9.231
61 H -4.983 -5.029 -7.503
62 C 5.909 0.275 6.008
63 C 4.956 0.059 7.180
64 C 3.679 -0.687 6.799
65 C 2.806 0.031 5.772
66 C 2.353 1.436 6.163
67 C 1.465 1.465 7.402
68 H 5.456 0.886 5.225
69 H 6.809 0.789 6.343
70 H 6.210 -0.677 5.566
71 H 4.706 1.025 7.629
72 H 5.473 -0.512 7.956
73 H 3.097 -0.880 7.705
74 H 3.945 -1.671 6.401
75 H 1.918 -0.582 5.581
76 H 3.341 0.089 4.820
77 H 1.786 1.859 5.328
78 H 3.219 2.088 6.304
79 H 0.579 0.846 7.246
80 H 1.134 2.485 7.605
81 H 1.972 1.114 8.302
82 C 1.549 -4.917 -13.200
83 C 2.079 -4.771 -11.777
84 C 1.101 -5.257 -10.709
85 C -0.226 -4.499 -10.659
86 C -0.098 -2.993 -10.439
87 C 0.553 -2.628 -9.108
88 H 0.649 -4.321 -13.358
89 H 2.291 -4.585 -13.926
90 H 1.308 -5.959 -13.419
91 H 2.348 -3.727 -11.592
92 H 3.005 -5.344 -11.683
93 H 1.588 -5.206 -9.732
94 H 0.887 -6.317 -10.881
95 H -0.838 -4.923 -9.856
96 H -0.783 -4.675 -11.584
97 H -1.100 -2.555 -10.472
98 H 0.461 -2.534 -11.260
99 H -0.018 -3.043 -8.276
100 H 0.589 -1.545 -8.982
101 H 1.576 -2.999 -9.036
102 C 6.914 3.571 6.893
103 C 7.362 3.103 8.274
104 C 6.464 3.603 9.405
105 C 6.410 5.124 9.559
106 C 7.763 5.795 9.785
107 C 8.458 5.346 11.067
108 H 6.943 4.658 6.805
109 H 7.564 3.163 6.117
110 H 5.894 3.239 6.686
111 H 8.396 3.412 8.448
112 H 7.363 2.010 8.296
113 H 6.793 3.151 10.345
114 H 5.446 3.236 9.237
115 H 5.750 5.363 10.399
116 H 5.940 5.564 8.675
117 H 7.609 6.876 9.828
118 H 8.421 5.616 8.931
119 H 7.835 5.553 11.940
120 H 9.404 5.872 11.200
121 H 8.678 4.277 11.055

Atoms 1-2, force components in eV/Å:
C -0.2 -0.2 0.0
O 0.2 -0.1 -0.1